This record from the Open Molecules 2025 dataset describes 9 unconnected molecules or ions with the total composition C24H42Cl6N2O14 in a non-equilibrium geometry. The level of theory is ωB97M-V/def2-TZVPD.

Results
**Net charge**: 0
**Frontier orbital gap**: 9.57 eV
**Structure (SMILES)**: O=C1OCCO1.O=C1OCCO1.O=C1OCCO1.O=C1OCCO1.CNC(C)=O.CNC(C)=O.ClCCCl.ClCCCl.ClCCCl
**Multiplicity**: 1
**E_tot**: -132345.8994 eV

Geometry (Å):
O: -0.16437 -7.37220 2.38106
C: 0.36008 -8.26952 3.04128
O: 0.25518 -9.39490 2.78211
C: 1.25900 -10.13741 3.35121
C: 1.57652 -9.31736 4.52583
O: 1.20665 -8.05893 4.02051
H: 0.83239 -11.12835 3.50659
H: 2.01999 -10.15086 2.57094
H: 2.64001 -9.41398 4.74438
H: 0.96523 -9.52166 5.40485
O: -0.26372 0.91243 3.69288
C: 0.29803 1.78024 3.06529
O: -0.44963 2.73283 2.51226
C: 0.40337 3.55129 1.80592
C: 1.66447 2.80068 1.73566
O: 1.52237 1.69696 2.58670
H: -0.05967 3.54371 0.81919
H: 0.54623 4.53986 2.24229
H: 2.48039 3.48173 1.97763
H: 1.63762 2.53005 0.68013
O: 4.30912 -4.67393 1.33607
C: 5.23179 -4.59332 2.10034
O: 5.58835 -5.49139 3.02980
C: 6.73363 -5.05507 3.70972
C: 6.84086 -3.60850 3.40420
O: 6.11204 -3.52693 2.25016
H: 6.74446 -5.08759 4.79918
H: 7.63496 -5.48749 3.27528
H: 7.86698 -3.30226 3.20075
H: 6.41271 -2.94467 4.15527
O: -4.06592 9.05417 -3.15494
C: -4.90330 8.15339 -2.95280
O: -5.30199 7.34600 -3.92138
C: -6.35268 6.49396 -3.49018
C: -6.33795 6.70931 -1.91035
O: -5.59864 7.96198 -1.78663
H: -7.22801 6.94325 -3.95926
H: -6.00128 5.50194 -3.77390
H: -5.82013 6.04436 -1.21912
H: -7.34911 6.89680 -1.54911
C: 0.69608 6.26947 -2.37838
N: 1.03355 7.59025 -1.82773
C: 2.01377 7.83417 -0.94944
C: 2.10987 9.33783 -0.54615
O: 2.72338 6.91364 -0.48427
H: 0.33695 6.38267 -3.40128
H: -0.04583 5.70664 -1.81192
H: 1.63161 5.71043 -2.39746
H: 0.45832 8.41105 -1.95223
H: 2.06308 9.40747 0.54062
H: 1.41153 10.03079 -1.01543
H: 3.08617 9.74033 -0.81619
C: -0.46385 -1.68485 -0.07288
N: -1.73193 -0.95285 -0.36213
C: -1.85492 0.10859 -1.19887
C: -3.17207 0.72982 -1.18362
O: -0.97403 0.58152 -1.91342
H: -0.14735 -1.78298 0.96553
H: 0.36282 -1.37302 -0.71123
H: -0.61485 -2.72516 -0.36105
H: -2.51074 -1.16933 0.24342
H: -3.72546 0.82807 -2.11754
H: -3.11613 1.79778 -0.97281
H: -3.81759 0.49444 -0.33745
Cl: 0.25860 -3.95656 -6.58861
C: -0.62690 -2.55115 -5.84825
C: -2.07783 -2.90646 -5.66583
Cl: -2.24641 -4.33498 -4.63928
H: -0.57985 -1.63814 -6.44181
H: -0.13427 -2.30996 -4.90631
H: -2.53950 -3.01635 -6.64709
H: -2.64328 -2.05983 -5.27648
Cl: 4.15092 0.17015 -3.73720
C: 4.75111 -0.56329 -2.21703
C: 6.28350 -0.37296 -2.14440
Cl: 6.68052 1.25042 -1.65813
H: 4.41938 -1.59692 -2.11866
H: 4.41455 -0.01338 -1.33814
H: 6.65916 -0.68543 -3.11875
H: 6.65970 -1.10119 -1.42590
Cl: -7.34973 -1.31549 2.69637
C: -7.33619 -2.88896 3.48291
C: -5.89063 -3.40183 3.63537
Cl: -5.15683 -3.67690 2.07328
H: -7.85954 -3.70281 2.98106
H: -7.74300 -2.68720 4.47382
H: -5.80074 -4.26905 4.28955
H: -5.29143 -2.69672 4.21145

Forces on atoms 1 to 3 (eV/Å):
0.49 -0.61 1.55
-1.02 13.54 -1.23
-3.42 -11.57 -3.85

Atom charges from the Mulliken analysis, given in e for atoms 1 to 6:
1 O -0.66
2 C 0.72
3 O -0.22
4 C -0.34
5 C -0.24
6 O -0.33

***

This record from the Open Molecules 2025 dataset describes C7H5NOS in the gas phase in a non-equilibrium geometry. The level of theory is ωB97M-V/def2-TZVPD.

Results
**Net charge**: 0
**Frontier orbital gap (alpha / beta)**: 7.92 / 7.93 eV
**Energy above the lowest of the compared OMol25 structures with the same formula, charge and spin**: 427.3 kJ/mol
**Multiplicity**: 1
**E_tot**: -21709.2601 eV

Geometry (Å):
C: 0.50552 -0.07085 2.16636
C: 1.27023 -1.03685 1.53259
C: -0.40653 0.72615 1.47732
C: 1.17977 -1.26552 0.15072
C: -0.52662 0.49573 0.11666
C: 0.27239 -0.47196 -0.45178
C: -1.25964 1.11076 -1.02930
N: -0.86923 0.28409 -2.06988
O: -2.00077 2.05594 -1.08658
S: -0.52648 0.68954 -3.59463
H: 0.63533 0.07332 3.23144
H: 1.96234 -1.63686 2.10410
H: -0.99003 1.48525 1.97359
H: 1.77736 -2.01268 -0.34442
H: -1.02364 -0.42606 -4.17621

Forces on atoms 1 to 3 (eV/Å):
0.03 0.09 0.32
-0.02 -0.01 -0.12
-0.11 -0.12 -0.38

Atom charges from the Mulliken analysis, given in e for atoms 1 to 6:
1 C -0.50
2 C -0.18
3 C -0.36
4 C -1.03
5 C 0.67
6 C 0.34

***

This record from the Open Molecules 2025 dataset describes C2H2OS2 in the gas phase in a non-equilibrium geometry. The level of theory is ωB97M-V/def2-TZVPD.

Results
**Net charge**: 0
**Frontier orbital gap (alpha / beta)**: 6.44 / 6.56 eV
**Energy above the lowest of the compared OMol25 structures with the same formula, charge and spin**: 354.0 kJ/mol
**Multiplicity**: 1
**E_tot**: -25820.0732 eV

Geometry (Å):
C: -0.52682 -0.59590 0.03019
C: 0.21081 0.66208 -0.13172
O: -1.69700 -0.67500 -0.11594
S: 3.89566 -0.45090 0.00077
S: 2.11183 0.59212 -0.01096
H: 0.13639 -1.52490 0.46120
H: -0.11513 1.68732 -0.16544

Forces on atoms 1 to 3 (eV/Å):
2.49 -1.18 1.46
5.23 -2.78 0.54
-1.75 -0.23 -0.36

Atom charges from the Mulliken analysis, given in e for atoms 1 to 6:
1 C 0.13
2 C -0.22
3 O -0.40
4 S -0.16
5 S 0.07
6 H 0.24

***

This record from the Open Molecules 2025 dataset describes a molecular structure, C5H15N3 in a non-equilibrium geometry. The level of theory is ωB97M-V/def2-TZVPD.

Results
**Net charge**: 0
**Frontier orbital gap**: 5.19 eV
**Energy above the lowest of the compared OMol25 structures with the same formula, charge and spin**: 786.0 kJ/mol
**Multiplicity**: 1
**E_tot**: -9891.0050 eV

Geometry (Å):
C: -1.23278 1.45079 -0.32716
C: -2.00427 0.42246 0.51674
C: -1.08833 -0.58263 1.25151
C: -0.08274 -1.05607 0.23402
N: 1.02377 -0.07588 0.12781
C: 1.56945 -0.01403 -1.19785
N: 1.55763 -1.25442 -1.85133
N: -0.07178 1.92644 0.37163
H: -0.97838 1.01228 -1.30699
H: -1.93070 2.26416 -0.53175
H: -2.66194 0.83296 1.27756
H: -2.65110 -0.08690 -0.20516
H: -1.73618 -1.29576 1.75366
H: -0.58771 -0.03577 2.05432
H: -0.62567 -0.96741 -0.73078
H: 0.34052 -2.05416 0.27888
H: 3.21413 -1.82661 0.95737
H: 2.50207 0.56972 -1.11217
H: 0.86775 0.63345 -1.79409
H: 1.69280 -1.06913 -2.84835
H: 2.60367 -1.64452 1.30218
H: -0.31925 2.00141 1.35802
H: 0.59903 0.84963 0.42191

Forces on atoms 1 to 3 (eV/Å):
-0.75 0.22 1.21
-0.32 -0.67 -0.19
-0.33 1.04 0.17

Atom charges from the Mulliken analysis, given in e for atoms 1 to 6:
1 C -0.43
2 C -0.77
3 C -0.91
4 C -0.65
5 N -0.27
6 C -0.51

***

This record from the Open Molecules 2025 dataset describes 15 unconnected molecules or ions with the total composition C19H57BN15O31 in a non-equilibrium geometry. The level of theory is ωB97M-V/def2-TZVPD.

Results
**Net charge**: +1
**Frontier orbital gap**: 9.29 eV
**Multiplicity**: 1
**E_tot**: -107085.3768 eV

Geometry (Å):
C: -3.09358 -5.63153 2.80230
O: -1.73840 -6.09199 3.03292
B: -0.78665 -5.32799 2.47097
O: 0.02079 -5.79632 1.48157
N: -0.52937 -3.86390 2.89384
C: -0.34244 -3.71891 4.39894
C: -0.66736 -2.29818 4.87940
C: -0.02560 -1.18406 4.01743
C: -0.91029 -0.61416 2.90764
O: -1.82767 0.35203 3.38525
H: -3.62481 -6.33966 2.17483
H: -3.10006 -4.67547 2.26564
H: -3.61716 -5.54674 3.74981
H: 0.18193 -5.00530 0.93802
H: -1.35889 -3.32304 2.64516
H: 0.29768 -3.47724 2.43649
H: -1.06685 -4.39355 4.84686
H: 0.66972 -4.01093 4.65750
H: -0.20285 -2.23580 5.86360
H: -1.73739 -2.17052 5.04824
H: 0.17919 -0.34961 4.68535
H: 0.93353 -1.54935 3.64259
H: -0.26041 -0.08324 2.21255
H: -1.45203 -1.36884 2.32218
H: -2.56635 -0.10997 3.79537
C: 2.01246 -7.77421 3.47847
N: 2.61916 -7.33153 4.76005
O: 2.36003 -6.20367 5.14137
O: 3.32757 -8.11828 5.34159
H: 1.41065 -6.96621 3.09101
H: 2.81871 -8.02125 2.79435
H: 1.39898 -8.64630 3.68598
C: 1.08004 -1.90574 -1.52847
N: 0.76909 -2.92420 -0.49254
O: -0.34470 -3.42595 -0.46414
O: 1.63625 -3.21620 0.30791
H: 0.20438 -1.77052 -2.14984
H: 1.33167 -0.98052 -1.02206
H: 1.91474 -2.27630 -2.11034
C: -3.71311 2.93661 2.89809
N: -4.58141 2.64295 1.72697
O: -4.04297 2.49490 0.64766
O: -5.77078 2.56265 1.93117
H: -2.68362 2.97043 2.56470
H: -4.02392 3.89292 3.30815
H: -3.86306 2.13890 3.61674
C: 5.19164 -9.10594 7.71066
N: 5.05701 -10.04519 8.85706
O: 3.95692 -10.50556 9.08063
O: 6.06142 -10.28518 9.49089
H: 4.22454 -8.98849 7.24612
H: 5.55328 -8.16116 8.10531
H: 5.90925 -9.53704 7.01899
C: 1.40232 3.08801 -1.05152
N: 1.25410 1.61149 -0.99728
O: 0.36603 1.10697 -1.65540
O: 2.03177 0.99667 -0.28977
H: 0.65380 3.48363 -1.72653
H: 1.26368 3.47133 -0.04495
H: 2.40137 3.30409 -1.41583
C: 1.63371 0.86244 -5.40892
N: 1.36185 -0.20766 -4.41922
O: 0.26819 -0.73187 -4.43020
O: 2.25948 -0.49244 -3.64239
H: 0.75105 1.00031 -6.01871
H: 1.86893 1.76440 -4.85490
H: 2.47751 0.54528 -6.01458
C: 0.55007 7.77178 -0.01191
N: 1.04601 6.38316 0.16906
O: 0.43245 5.64113 0.90361
O: 2.05642 6.07495 -0.43901
H: -0.34374 7.90496 0.58448
H: 1.34490 8.44006 0.31358
H: 0.33947 7.90344 -1.06989
C: -6.52321 -5.90909 -0.49048
N: -6.53941 -6.82426 0.68282
O: -7.58808 -7.33747 0.98220
O: -5.48184 -6.99709 1.26547
H: -7.52510 -5.85844 -0.89931
H: -6.19318 -4.93549 -0.14073
H: -5.82423 -6.31945 -1.21316
C: 4.93673 7.32817 0.32873
N: 5.06826 8.79684 0.52425
O: 4.04217 9.44398 0.61312
O: 6.18859 9.24795 0.58119
H: 3.88342 7.08432 0.29570
H: 5.42406 7.07774 -0.60881
H: 5.42899 6.84000 1.16477
C: 5.15133 3.44875 -3.32550
N: 4.54220 3.23614 -4.66552
O: 5.26560 3.28918 -5.63058
O: 3.34463 3.01894 -4.69640
H: 6.21193 3.62802 -3.45489
H: 4.65904 4.30811 -2.87869
H: 4.97323 2.54984 -2.74140
C: -2.71807 1.74876 -7.81602
N: -1.25139 1.60064 -7.62657
O: -0.63633 2.55789 -7.20126
O: -0.76694 0.52507 -7.90933
H: -3.00265 2.75388 -7.52696
H: -2.93128 1.56847 -8.86506
H: -3.20157 1.00371 -7.19122
C: -2.52038 2.85072 -3.30920
N: -1.57142 3.99402 -3.37646
O: -0.44777 3.77089 -3.77942
O: -1.98373 5.07686 -3.02099
H: -2.00820 1.95975 -3.65544
H: -2.83384 2.74772 -2.27557
H: -3.36585 3.09334 -3.94610
C: -0.54798 11.45006 2.00451
N: -0.70056 9.97128 2.05833
O: -1.57488 9.46179 1.38238
O: 0.06367 9.36325 2.77469
H: -1.29415 11.84809 1.32734
H: -0.69018 11.82753 3.01247
H: 0.45744 11.66014 1.65096
C: -2.49223 -3.55057 -7.14490
N: -2.75846 -2.09746 -6.97507
O: -2.47406 -1.59229 -5.90907
O: -3.24398 -1.52046 -7.92325
H: -2.06127 -3.93023 -6.22621
H: -3.44078 -4.03145 -7.36401
H: -1.80241 -3.65912 -7.97631

Forces on atoms 1 to 3 (eV/Å):
-0.13 -0.11 0.09
-0.09 0.69 0.09
0.51 -1.54 -0.89

Atom charges from the Mulliken analysis, given in e for atoms 1 to 6:
1 C -0.73
2 O -0.40
3 B 0.90
4 O -0.73
5 N 0.32
6 C -0.80

***

This record from the Open Molecules 2025 dataset describes 2 unconnected molecules or ions with the total composition C9H19ClO9P2 in a non-equilibrium geometry. The level of theory is ωB97M-V/def2-TZVPD.

Results
**Net charge**: 0
**Frontier orbital gap**: 11.09 eV
**Structure (SMILES)**: O=[PH2]OC(=O)OCC(=O)Cl.CCOP(=O)(OCC)OCC
**Energy above the lowest of the compared OMol25 structures with the same formula, charge and spin**: 0.0 kJ/mol
**Multiplicity**: 1
**E_tot**: -59171.5035 eV

Geometry (Å):
O: 4.21582 -3.66343 5.61913
P: 4.28291 -2.64535 4.56471
O: 2.92310 -2.54793 3.65832
C: 2.74649 -3.55105 2.74359
O: 3.64783 -4.10668 2.19582
O: 1.46180 -3.82878 2.50002
C: 0.58520 -3.80014 3.62710
C: -0.07846 -2.46992 3.93989
O: -0.88660 -2.40666 4.80253
Cl: 0.36779 -1.03903 3.03421
H: 5.34295 -2.79234 3.66842
H: 4.32973 -1.35111 5.09194
H: -0.23008 -4.48498 3.39346
H: 1.07336 -4.19921 4.51745
C: 1.00699 -0.49262 -2.89925
C: 1.22109 0.79633 -2.12822
O: 0.05229 1.62653 -2.07697
P: -1.22993 1.12714 -1.23665
O: -0.88977 1.09824 0.19084
O: -2.19199 2.41739 -1.40056
C: -2.56305 3.23168 -0.28854
C: -1.56576 4.34858 -0.05741
O: -1.97892 0.21498 -2.28076
C: -2.82542 0.68515 -3.34853
C: -2.16678 1.62973 -4.32595
H: 0.29032 -1.14403 -2.39643
H: 1.94698 -1.03704 -2.99253
H: 0.61415 -0.28790 -3.89556
H: 1.55420 0.58202 -1.10911
H: 1.99338 1.39366 -2.61059
H: -2.69564 2.62521 0.60607
H: -3.54045 3.65320 -0.53031
H: -0.54150 3.97641 -0.06955
H: -1.74952 4.83528 0.90106
H: -1.64306 5.09860 -0.84643
H: -3.73341 1.11468 -2.92948
H: -3.12763 -0.21703 -3.88042
H: -1.84676 2.55783 -3.85878
H: -2.88275 1.88081 -5.10990
H: -1.28886 1.17176 -4.78266

Forces on atoms 1 to 3 (eV/Å):
-0.01 -0.13 -0.21
0.12 -0.27 1.01
0.12 -0.17 -0.02

Atom charges from the Mulliken analysis, given in e for atoms 1 to 6:
1 O -0.59
2 P 0.39
3 O -0.07
4 C 0.66
5 O -0.51
6 O -0.33